[1]
Molecular formula: C27H24Cl3F3IN2O4SiV
Method: DFT, ωB97M-V/def2-TZVPD

Cartesian coordinates (Å):
V -0.36 -0.23 -0.20
Cl -2.95 2.43 1.95
C -3.45 0.77 2.23
Cl -3.04 -0.31 0.86
H -4.53 0.73 2.32
H -2.95 0.38 3.10
C 2.88 -2.50 -2.21
Si 2.75 -1.15 -0.90
C 2.72 -1.99 0.76
C 4.25 -0.03 -0.87
N 1.28 -0.21 -1.23
C 1.24 0.63 -2.34
C 2.19 0.68 -3.37
C 2.08 1.56 -4.44
C 0.99 2.41 -4.55
C 0.01 2.38 -3.57
C 0.15 1.51 -2.51
O -0.83 1.38 -1.52
C -1.83 2.34 -1.42
C -3.12 2.00 -1.78
C -4.12 2.95 -1.64
C -3.82 4.22 -1.17
C -2.51 4.54 -0.82
C -1.51 3.60 -0.94
H 3.75 -3.14 -2.02
H 2.94 -2.14 -3.23
H 1.99 -3.14 -2.14
H 3.59 -2.65 0.77
H 1.84 -2.59 0.96
H 2.84 -1.28 1.57
H 5.12 -0.63 -0.59
H 4.10 0.70 -0.08
H 4.49 0.50 -1.78
H 3.05 0.03 -3.33
H 2.85 1.56 -5.20
H 0.90 3.10 -5.38
H -0.86 3.02 -3.63
H -3.33 1.00 -2.14
H -5.14 2.70 -1.91
H -4.60 4.96 -1.06
H -2.28 5.53 -0.45
H -0.48 3.81 -0.66
Cl -3.24 -6.42 -1.32
C -2.40 -5.06 -0.65
C -1.98 -5.09 0.65
C -1.28 -4.00 1.22
I -0.64 -4.09 3.19
C -0.98 -2.87 0.48
O -0.31 -1.85 0.92
C -1.48 -2.84 -0.86
N -1.25 -1.68 -1.54
C -1.61 -1.57 -2.80
C -2.24 -2.62 -3.48
C -2.53 -3.78 -2.81
C -2.16 -3.92 -1.46
H -2.18 -5.96 1.26
H -1.38 -0.63 -3.29
H -2.50 -2.50 -4.52
H -3.03 -4.60 -3.31
F 0.77 1.47 4.31
C 0.65 0.49 3.41
F 1.38 -0.55 3.83
F -0.64 0.10 3.41
C 1.13 0.97 2.01
O 2.30 1.23 1.87
O 0.19 1.09 1.13

Its LUMO energy (alpha / beta) is -0.0320 / -0.0280 hartree. As for the spin multiplicity: 3. The expectation value of S² is 2.02. The value obtained for the highest occupied orbital energy (alpha / beta) is -7.81 / -7.92 eV. For the frontier orbital gap (alpha / beta), the calculation gives 6.94 / 7.16 eV.

Atom charges from the Mulliken analysis, given in e for atoms 1 to 5: number 1, V, carries -0.28; number 2, Cl, carries -0.08; number 3, C, carries -0.42; number 4, Cl, carries 0.04; number 5, H, carries 0.45

---

[2]
Molecular formula: C27H21F6NO5
Method: DFT, ωB97M-V/def2-TZVPD

Cartesian coordinates (Å):
O 6.53 -2.09 0.45
C 5.66 -2.59 -0.15
O 4.71 -3.38 0.37
O 5.40 -2.39 -1.51
N 6.51 -2.80 -2.34
C 6.18 -2.43 -3.69
O 6.98 -2.12 -4.49
F 4.88 -2.48 -3.93
C 6.66 -4.23 -2.22
O 6.04 -5.06 -2.78
F 7.60 -4.50 -1.34
H 4.29 -3.91 -0.33
F 1.72 -2.02 -1.91
C 2.00 -0.73 -1.61
C 1.78 -0.29 -0.32
C 2.07 1.03 -0.02
C 2.56 1.88 -0.99
C 2.77 1.41 -2.28
C 2.49 0.09 -2.60
H 1.39 -0.97 0.42
H 1.90 1.39 0.99
H 2.78 2.91 -0.75
H 3.15 2.08 -3.05
H 2.65 -0.30 -3.60
F 1.67 0.56 3.10
C 0.53 0.13 3.69
C -0.57 0.96 3.69
C -1.74 0.51 4.29
C -1.78 -0.74 4.89
C -0.65 -1.55 4.88
C 0.52 -1.12 4.27
H -0.51 1.93 3.22
H -2.61 1.15 4.29
H -2.69 -1.08 5.36
H -0.68 -2.52 5.35
H 1.41 -1.73 4.25
F 1.49 4.42 -4.89
C 0.26 3.87 -4.97
C 0.01 2.70 -4.29
C -1.26 2.14 -4.38
C -2.24 2.75 -5.14
C -1.96 3.93 -5.82
C -0.70 4.50 -5.74
H 0.80 2.23 -3.71
H -1.47 1.22 -3.84
H -3.23 2.31 -5.20
H -2.72 4.40 -6.42
H -0.46 5.42 -6.25
F -4.36 0.48 2.89
C -5.53 0.04 3.41
C -6.62 0.88 3.40
C -7.81 0.42 3.93
C -7.90 -0.86 4.46
C -6.79 -1.69 4.45
C -5.58 -1.24 3.92
H -6.52 1.88 2.99
H -8.68 1.07 3.93
H -8.83 -1.21 4.87
H -6.85 -2.69 4.86
H -4.70 -1.87 3.89

Its LUMO energy is -0.0161 hartree. As for the SMILES: O=C(O)ON(C(=O)F)C(=O)F.Fc1ccccc1.Fc1ccccc1.Fc1ccccc1.Fc1ccccc1. The value obtained for the highest occupied orbital energy is -9.29 eV. For the frontier orbital gap, the calculation gives 8.85 eV.

Atom charges from the Mulliken analysis, given in e for atoms 1 to 5: number 1, O, carries -0.46; number 2, C, carries 0.59; number 3, O, carries -0.44; number 4, O, carries -0.05; number 5, N, carries -0.05

---

[3]
Molecular formula: C3H9N3
Method: DFT, ωB97M-V/def2-TZVPD

Cartesian coordinates (Å):
H -2.75 -1.28 -1.46
N -2.02 -1.43 -0.71
C -1.01 -0.59 -0.66
N -1.36 0.55 -1.53
N 0.24 -0.87 -0.21
C 0.76 -0.29 1.10
C 1.71 0.86 0.85
H -0.65 1.27 -1.31
H -2.18 1.10 -1.24
H 0.52 -1.76 -0.53
H 1.27 -1.09 1.64
H -0.13 -0.02 1.73
H 1.51 1.20 -0.16
H 2.79 0.76 0.96
H 1.29 1.59 1.52

Its LUMO energy is 0.0321 hartree. As for the SMILES: [H]/N=C(\N)NCC. The value obtained for the highest occupied orbital energy is -8.94 eV. For the frontier orbital gap, the calculation gives 9.82 eV.

Atom charges from the Mulliken analysis, given in e for atoms 1 to 5: number 1, H, carries 0.28; number 2, N, carries -0.68; number 3, C, carries 0.27; number 4, N, carries -0.61; number 5, N, carries -0.18

---

[4]
Molecular formula: C5H13NO2
Method: DFT, ωB97M-V/def2-TZVPD

Cartesian coordinates (Å):
C 2.23 1.55 0.51
C 1.53 0.40 1.25
N 1.02 -0.53 0.11
C -0.17 -0.46 -0.56
O -0.48 -1.24 -1.49
C -1.13 0.81 -0.27
C -2.53 0.54 -0.90
H 1.98 2.59 0.64
H 2.32 1.59 -0.63
H 3.33 1.45 0.76
H 0.82 0.80 1.91
H 2.23 -0.16 1.92
H 1.82 -1.16 -0.12
H -0.73 1.60 -0.78
H -1.22 1.20 0.69
H -2.84 0.38 -1.95
H -2.84 -0.50 -0.53
H -3.22 1.26 -0.47
O -0.79 -3.69 0.31
H -1.36 -3.32 -0.46
H 0.03 -3.10 0.08

Its LUMO energy is 0.0249 hartree. As for the SMILES: CCNC(=O)CC.O. The value obtained for the highest occupied orbital energy is -9.96 eV. For the frontier orbital gap, the calculation gives 10.64 eV.

Atom charges from the Mulliken analysis, given in e for atoms 1 to 5: number 1, C, carries -0.95; number 2, C, carries -0.60; number 3, N, carries -0.19; number 4, C, carries 0.36; number 5, O, carries -0.65

---

[5]
Molecular formula: C24H57BClN22O15
Method: DFT, ωB97M-V/def2-TZVPD

Cartesian coordinates (Å):
C 5.04 -0.70 0.62
C 4.74 -0.11 -0.67
C 3.23 0.31 -1.12
C 2.09 -0.64 -0.49
C 1.71 -2.05 -1.13
C 2.43 -2.66 -2.44
O 3.22 -1.98 -3.19
O 2.16 -4.00 -2.85
C 3.04 -4.97 -2.21
C 4.62 -4.67 -2.36
C 2.76 -5.24 -0.64
C 3.33 -6.75 -0.33
C 0.51 -2.81 -0.38
C -0.20 -2.20 0.91
N -1.29 -3.01 1.51
C -0.82 -3.76 2.53
O -0.61 -4.09 3.73
N 0.22 -0.89 1.45
B -0.49 -0.27 2.67
O -1.36 0.89 2.54
O -0.34 -0.79 4.02
C 1.31 -0.11 0.82
Cl 1.69 1.51 1.64
H 4.74 -0.11 1.56
H 5.62 -1.69 0.61
H 5.57 0.15 -1.44
H 3.11 1.42 -0.77
H 3.11 0.35 -2.27
H 2.85 -5.99 -2.75
H 5.01 -4.19 -1.37
H 5.16 -5.71 -2.41
H 4.91 -4.02 -3.27
H 3.33 -4.50 0.04
H 1.62 -5.31 -0.40
H 2.85 -7.14 0.66
H 4.48 -6.79 -0.32
H 2.99 -7.47 -1.18
H 0.11 -3.83 -0.77
H -1.84 0.86 1.68
H -1.19 -0.56 4.47
C 7.88 -5.26 -0.57
O 6.89 -4.93 0.06
N 8.21 -4.71 -1.75
N 8.74 -6.22 -0.13
H 9.03 -4.96 -2.29
H 7.60 -3.99 -2.11
H 8.53 -6.66 0.75
H 9.56 -6.50 -0.63
C -4.49 -2.97 -1.87
O -5.30 -2.84 -2.78
N -4.83 -3.35 -0.63
N -3.16 -2.73 -2.04
H -4.18 -3.46 0.13
H -5.81 -3.54 -0.46
H -2.86 -2.43 -2.96
H -2.48 -2.83 -1.31
C 0.84 2.55 -3.11
O 1.02 2.36 -1.91
N 0.99 3.76 -3.69
N 0.46 1.56 -3.96
H 0.84 3.93 -4.67
H 1.27 4.52 -3.10
H 0.34 0.64 -3.56
H 0.31 1.69 -4.94
C -4.22 3.82 2.72
O -4.91 3.07 3.39
N -2.91 3.57 2.46
N -4.70 4.96 2.17
H -2.33 4.18 1.91
H -2.52 2.73 2.85
H -5.67 5.18 2.34
H -4.14 5.59 1.61
C -4.41 -5.90 2.28
O -4.14 -4.89 1.64
N -3.74 -6.26 3.40
N -5.39 -6.75 1.92
H -3.94 -7.08 3.94
H -2.99 -5.65 3.71
H -5.91 -6.52 1.09
H -5.63 -7.58 2.43
C -2.97 2.67 -3.41
O -2.33 3.58 -3.91
N -4.23 2.37 -3.79
N -2.46 1.87 -2.44
H -4.77 1.62 -3.39
H -4.65 2.94 -4.51
H -1.52 2.06 -2.13
H -2.97 1.11 -2.02
C -2.06 -2.67 -5.67
O -1.75 -2.34 -4.53
N -3.33 -2.63 -6.13
N -1.15 -3.11 -6.57
H -3.60 -2.89 -7.06
H -4.04 -2.30 -5.49
H -0.19 -3.15 -6.27
H -1.37 -3.38 -7.51
C 3.29 6.63 -4.58
O 2.36 6.37 -3.83
N 4.37 7.35 -4.19
N 3.33 6.21 -5.87
H 5.14 7.57 -4.79
H 4.38 7.68 -3.23
H 2.55 5.67 -6.20
H 4.09 6.41 -6.50
C -2.40 6.67 5.67
O -2.13 7.68 5.03
N -1.73 6.32 6.79
N -3.38 5.82 5.31
H -1.93 5.50 7.33
H -0.99 6.93 7.09
H -3.91 6.04 4.47
H -3.62 4.98 5.82
C -3.73 8.79 9.95
O -4.47 9.52 10.59
N -3.05 7.77 10.52
N -3.51 8.94 8.62
H -2.43 7.16 10.02
H -3.18 7.62 11.51
H -4.00 9.70 8.16
H -2.91 8.35 8.08

Its LUMO energy is -0.1884 hartree. The value obtained for the highest occupied orbital energy is -10.53 eV. The net charge is +1. For the frontier orbital gap, the calculation gives 5.41 eV.

Atom charges from the Mulliken analysis, given in e for atoms 1 to 5: number 1, C, carries -0.71; number 2, C, carries -0.22; number 3, C, carries -1.06; number 4, C, carries 0.43; number 5, C, carries 1.05